Molecular formula: C18H32NO21S2
Method: DFT, ωB97M-V with the def2-TZVPD basis set

Last column: Mulliken charge in e.
Positions of all 74 atoms, in Å:
N  1.36545  -0.44882  -0.35243  0.96
O  1.91245  -0.72082  0.72757  -0.58
O  1.72945  0.57118  -1.01743  -0.60
O  0.75445  -1.38282  -0.98143  -0.72
O  1.46945  -4.34282  4.27457  -0.54
S  2.55245  -3.56782  4.79457  1.17
O  3.63645  -3.15082  4.04357  -0.61
O  1.76045  -2.19882  5.25957  -0.26
C  1.97645  -1.03582  4.66057  -0.04
C  0.74245  -0.12482  5.04957  -1.40
C  3.04145  -4.17482  6.31357  -1.03
H  1.82145  -1.09482  3.66457  0.19
H  2.72545  -0.41382  5.00157  0.41
H  -0.23855  -0.53282  4.64357  0.27
H  0.62545  0.86918  4.79757  0.43
H  0.77045  -0.24182  6.07757  0.46
H  3.57345  -5.02082  6.37457  0.48
H  2.06445  -4.26282  7.01057  0.28
H  3.77045  -3.56982  7.03157  0.30
O  -3.14055  3.45218  -0.56043  -0.59
S  -2.93755  4.21718  0.67957  1.11
O  -4.00755  4.21718  1.60157  -0.63
O  -1.50955  3.77618  1.36957  -0.30
C  -1.24955  2.40318  1.02857  -0.54
C  -0.02655  2.07518  1.96457  -0.63
C  -2.67855  5.87018  0.06857  -0.84
H  -1.18855  2.19118  -0.02743  0.43
H  -1.96055  1.75118  1.39057  0.49
H  -0.40955  2.01618  3.09757  0.16
H  0.80845  2.73918  1.77657  0.37
H  0.26745  1.16218  1.47357  0.05
H  -3.45055  6.35318  -0.66243  0.31
H  -1.70655  5.78118  -0.37343  0.29
H  -2.79855  6.49418  1.10357  0.30
C  1.53645  3.06418  -2.88143  0.41
C  2.30545  3.53418  -4.09743  -0.45
O  1.57045  4.76018  -4.46543  -0.37
C  0.55145  4.86218  -3.73743  0.62
O  -0.08155  5.87218  -3.74643  -0.63
O  0.46045  4.01518  -2.74143  -0.22
H  2.16245  3.08918  -2.01543  0.28
H  1.19045  2.05518  -3.14543  -0.30
H  2.03945  3.02418  -4.89743  0.33
H  3.33645  3.69918  -3.94243  0.33
C  -2.28955  -0.15982  -2.19843  0.47
C  -3.07855  -0.97282  -1.05243  0.24
O  -3.81155  -1.95882  -1.82543  -0.41
C  -3.71355  -1.68282  -3.19543  0.59
O  -4.42255  -2.21882  -3.93643  -0.52
O  -2.81455  -0.76182  -3.38943  -0.44
H  -1.16655  -0.24882  -2.16943  -0.23
H  -2.75155  0.85218  -2.38043  0.14
H  -3.72455  -0.23682  -0.72143  0.29
H  -2.36655  -1.37282  -0.28043  -0.13
C  0.25445  -3.79682  1.21457  -0.48
C  -0.46155  -2.66382  1.77157  1.09
O  -1.73655  -3.11682  1.92557  -0.40
C  -1.80255  -4.41782  1.89357  0.59
O  -2.74455  -5.24182  2.08557  -0.65
O  -0.52955  -4.90682  1.63257  -0.38
H  1.22045  -3.72782  1.65057  0.39
H  0.41045  -3.78782  0.21857  0.26
H  -0.44255  -1.87282  1.15057  -0.22
H  0.10645  -2.47282  2.87057  -0.31
C  0.55945  -2.12782  -5.14543  -0.26
C  0.65545  -0.75682  -4.41443  0.52
O  1.73045  -0.12082  -5.11643  -0.33
C  2.33145  -0.90582  -5.99643  0.55
O  3.26845  -0.57282  -6.63143  -0.52
O  1.61045  -2.12982  -6.05543  -0.36
H  -0.50455  -2.19682  -5.54843  0.24
H  0.52245  -2.87782  -4.30143  0.26
H  0.91745  -0.95282  -3.29943  -0.20
H  -0.36255  -0.22282  -4.38943  0.08

Calculated total energy = -85334.532 eV
Kohn-Sham gap = 8.356 eV
2S+1 = 1
HOMO energy = -6.64 eV
Net charge = -1